[1]
64
Properties=species:S:1:pos:R:3:mulliken_charge:R:1 method="wB97M-V/def2-TZVPD" charge=0 multiplicity=1 e_above_lowest_kcal_mol=20.9
C 2.25420 3.78883 2.67901 -1.17
C 1.65429 2.40333 2.87153 -0.29
H 2.20199 1.83759 3.62840 0.34
H 0.59985 2.48407 3.15588 0.34
O 1.75321 1.62367 1.68043 -0.25
C 0.80640 1.80809 0.75311 -0.56
O -0.10991 2.57767 0.88825 -0.62
C 1.07734 0.99361 -0.50671 2.92
C -0.23507 0.76283 -1.25859 -1.33
C -1.15370 -0.16515 -0.46759 -0.43
N -0.49091 -1.43248 -0.22617 0.10
C 0.69425 -1.23577 0.58219 -0.43
C 1.69238 -0.36740 -0.18038 -1.52
H 1.94481 -0.86696 -1.11639 0.39
H 2.59892 -0.24419 0.41242 0.34
H 1.14467 -2.21249 0.77916 0.53
H 0.46139 -0.76108 1.55272 0.28
C -1.38408 -2.46792 0.27164 -2.06
C -2.04214 -2.15205 1.59613 1.14
C -1.37147 -2.41046 2.78375 -0.32
C -1.93147 -2.06634 3.99581 -1.37
C -3.16709 -1.44516 4.03193 -0.40
C -3.86474 -1.17596 2.86211 0.81
C -3.30649 -1.55037 1.62455 0.29
O -3.89211 -1.35753 0.40324 -0.36
C -5.29239 -1.25199 0.28182 -0.95
H -5.80682 -2.02613 0.85614 0.34
H -5.49717 -1.39490 -0.78007 0.29
H -5.65567 -0.27057 0.59235 0.28
O -5.08334 -0.54037 2.84946 -0.36
C -5.66693 -0.17256 4.07260 -1.01
H -5.04848 0.54939 4.61584 0.37
H -5.85763 -1.04277 4.70967 0.38
H -6.61572 0.29474 3.81138 0.25
H -3.58327 -1.16649 4.98647 0.41
H -1.41154 -2.27230 4.91910 0.38
H -0.40958 -2.89921 2.75090 0.41
H -2.15322 -2.62099 -0.48805 0.52
H -0.79461 -3.38445 0.36754 0.66
H -2.06227 -0.35864 -1.03980 0.55
H -1.44571 0.32972 0.47400 0.25
H -0.74245 1.71508 -1.41761 0.24
H -0.01354 0.30677 -2.22355 0.47
C 2.05706 1.88501 -1.31780 -2.00
C 2.43129 1.30370 -2.64979 0.40
C 3.52981 0.47028 -2.76719 -0.29
C 3.88280 -0.09117 -3.99402 0.45
C 3.12055 0.19443 -5.11989 -0.45
C 2.02810 1.03886 -5.00388 -0.94
C 1.68226 1.59201 -3.78725 -0.51
H 0.83336 2.25483 -3.71713 0.47
H 1.44316 1.26532 -5.88334 0.37
H 3.36608 -0.22267 -6.08362 0.40
O 4.98458 -0.89544 -3.97758 -0.41
C 5.39757 -1.49151 -5.18198 -0.89
H 5.66374 -0.74028 -5.93300 0.36
H 4.62663 -2.15429 -5.58874 0.35
H 6.28046 -2.07855 -4.93337 0.25
H 4.14473 0.24022 -1.91109 0.45
H 2.95753 2.02781 -0.71629 0.55
H 1.58173 2.85759 -1.46695 0.59
H 3.28806 3.70929 2.35114 0.29
H 2.21966 4.33590 3.61680 0.41
H 1.68665 4.33597 1.93037 0.30

---

[2]
62
Properties=species:S:1:pos:R:3:mulliken_charge:R:1 method="wB97M-V/def2-TZVPD" charge=0 multiplicity=1 e_above_lowest_kcal_mol=0.0
O -0.35820 0.49665 -0.74017 -0.10
C 0.66533 0.20212 -1.77311 -0.77
C 0.02520 1.15363 -2.76028 0.04
H 0.58503 -0.85427 -2.04999 0.27
H 1.66959 0.47874 -1.41002 0.32
C -1.05328 1.38449 -1.70944 1.47
H -0.39781 0.62166 -3.60298 -0.14
H 0.65471 2.00351 -3.03352 0.42
C -2.36991 0.73974 -2.09625 -1.68
H -2.19309 -0.30898 -2.36589 0.37
H -2.78724 1.25463 -2.96827 0.43
H -3.09915 0.78359 -1.28291 0.33
C -1.13680 2.80219 -1.20268 -1.75
H -0.13380 3.18871 -0.99479 0.34
H -1.73550 2.86874 -0.28860 0.18
H -1.60457 3.43927 -1.96283 0.49
Y 0.02676 -0.05497 1.49828 0.95
C 0.60088 1.92389 3.13637 -0.77
C 1.70383 1.02642 3.10603 -0.38
C 2.29115 1.08712 1.79982 -1.05
H 2.05980 0.43145 3.94821 0.67
C 1.52762 2.01652 1.01933 -0.46
C 0.47206 2.51578 1.84040 -0.45
H -0.26515 3.26279 1.54067 0.43
H 0.01182 2.15655 4.02197 0.55
H 3.16597 0.52650 1.46162 0.43
H 1.77326 2.36177 0.01705 0.71
C -1.76296 -0.05618 3.33560 -0.46
C -2.07650 1.16703 2.66757 -1.38
C -2.48858 0.86846 1.35011 -0.23
H -2.06548 2.17239 3.10038 0.55
C -2.46736 -0.55805 1.19097 -0.82
C -2.04459 -1.12590 2.43146 -0.38
H -1.95094 -2.19488 2.64785 0.48
H -1.42559 -0.15905 4.37395 0.48
H -2.87529 1.59483 0.63353 0.93
H -2.77329 -1.10979 0.29432 0.43
O 0.29234 -0.75297 -4.74378 -0.31
C -0.19808 0.11011 -5.80960 -0.44
C 0.17356 -0.45567 -7.18887 -0.53
H 0.25241 1.11013 -5.69816 0.26
H -1.28772 0.23229 -5.69807 0.26
C 1.20660 -1.56265 -6.87115 -0.50
H 0.57463 0.32955 -7.83468 0.30
H -0.71267 -0.87884 -7.67130 0.26
C 1.06015 -1.81553 -5.35738 -0.56
H 2.21649 -1.20078 -7.09332 0.25
H 1.03965 -2.47389 -7.44354 0.30
H 2.02940 -1.86238 -4.84574 0.27
H 0.53868 -2.76664 -5.18474 0.31
Se 1.17383 -2.53261 2.31772 -0.21
C 1.18231 -2.32151 4.18090 0.33
C 0.03282 -2.57364 4.96531 -0.40
C 0.06858 -2.41692 6.34896 -0.50
C 1.24530 -1.98515 6.98246 -0.45
C 2.40773 -1.77611 6.22078 -0.28
C 2.37428 -1.92757 4.83901 -0.67
H -0.88744 -2.88728 4.46867 0.34
H -0.82142 -2.63916 6.93878 0.38
H 1.26207 -1.82803 8.06168 0.37
H 3.34527 -1.50349 6.70610 0.35
H 3.26330 -1.72835 4.23621 0.39

---

[3]
68
Properties=species:S:1:pos:R:3:mulliken_charge:R:1 method="wB97M-V/def2-TZVPD" charge=-2 multiplicity=1
Pt -0.14359 -0.58046 0.48142 1.17
C -3.75509 -1.31136 -0.37459 -0.85
C -3.65206 -0.36826 -1.57413 -1.09
N -2.38375 0.33921 -1.70011 1.46
C -1.95611 0.43853 -3.08537 -1.13
C -1.37023 -0.87208 -3.59711 -0.86
C -2.33541 1.61028 -1.00693 -2.07
C -2.27494 1.59516 0.52045 -0.29
N -0.96015 1.28033 1.07625 -0.40
C -0.67911 1.78504 2.28472 0.42
C 0.65995 1.84337 2.78218 -0.14
F 1.67463 1.40378 2.02229 -0.41
C 0.99063 2.39051 3.99466 0.33
F 2.29920 2.42579 4.34370 -0.35
C 0.06214 2.93800 4.86751 -0.74
C -1.24310 2.87622 4.43082 0.23
F -2.22800 3.34409 5.24029 -0.37
C -1.61174 2.32740 3.22207 0.37
F -2.95506 2.22735 3.01640 -0.43
H -4.42982 -2.14132 -0.60334 0.54
H -4.13765 -0.81424 0.51656 0.23
H -2.77112 -1.71996 -0.13289 -0.03
H -4.48474 0.36245 -1.56706 0.32
H -3.78068 -0.96257 -2.48105 0.43
H -1.18506 1.20667 -3.15090 0.54
H -2.78877 0.77475 -3.73695 0.40
H -0.67816 -1.26186 -2.84986 -0.09
H -0.82157 -0.71118 -4.52834 0.40
H -2.13778 -1.62696 -3.78286 0.36
H -3.22095 2.22240 -1.28290 0.34
H -1.44993 2.15034 -1.34583 0.41
H -3.06480 0.95641 0.92748 0.15
H -2.53497 2.62284 0.80008 0.64
H 0.34009 3.36334 5.81852 0.44
C -2.78736 -1.46503 3.19214 -1.00
C -1.69081 -2.31476 3.84314 0.36
C -0.48720 -1.44064 4.21278 -1.17
C -1.28469 -3.54366 3.04713 0.09
C -1.53197 -4.78558 3.59800 -0.65
C -1.12120 -5.98022 3.00680 -1.33
C -0.38403 -5.87643 1.82770 -0.63
C -0.09674 -4.67459 1.21051 0.26
C 0.72535 -4.70297 -0.06312 0.31
C 2.03237 -3.91605 0.04819 -1.23
C -0.08322 -4.25936 -1.28858 -1.17
C -0.62192 -3.43412 1.75481 0.75
N -0.56067 -2.28758 1.12316 -0.20
H -3.15370 -0.70888 3.89582 0.45
H -3.62986 -2.08988 2.88275 0.38
H -2.40074 -0.95584 2.31084 -0.35
H -2.10772 -2.70114 4.78258 0.50
H -0.01357 -1.04616 3.31300 -0.12
H 0.25664 -2.02574 4.75968 0.45
H -0.79569 -0.59609 4.83926 0.34
H -2.05418 -4.81875 4.55320 0.28
H -1.32929 -6.94081 3.46300 0.28
H -0.00174 -6.78335 1.36104 0.26
H 1.00160 -5.75506 -0.21604 0.36
H 1.83960 -2.85930 0.22297 -0.06
H 2.61801 -4.00386 -0.87258 0.38
H 2.63508 -4.29434 0.87889 0.35
H -0.38195 -3.21799 -1.17565 -0.08
H -0.98722 -4.86671 -1.39115 0.34
H 0.50980 -4.35677 -2.20482 0.45
I 2.45208 -0.43194 -2.08644 -0.27
C 0.85954 0.57312 -0.87734 -0.96
H 0.29165 0.99984 -1.70390 0.09
H 1.44537 1.37160 -0.42293 0.61

---

Number 1: highest occupied orbital energy -8.0 eV, HOMO-LUMO gap 8.83 eV. Number 2: highest occupied orbital energy -7.0 eV, HOMO-LUMO gap 7.31 eV. Number 3: highest occupied orbital energy 0.0 eV, HOMO-LUMO gap 4.32 eV.